{"formula": "C4H12", "method": "the ωB97M-V functional and the def2-TZVPD basis", "smiles": "CC.CC", "de_lowest_kj_mol": 13.0, "total_energy_ha": -159.580003, "species": ["C", "C", "H", "H", "H", "H", "H", "H", "C", "C", "H", "H", "H", "H", "H", "H"], "positions_angstrom": [[0.650, -0.041, 2.102], [0.118, -1.463, 2.147], [0.934, 0.273, 1.100], [-0.073, 0.685, 2.474], [1.542, 0.051, 2.726], [0.592, -2.128, 1.424], [-0.954, -1.513, 1.945], [0.278, -1.937, 3.117], [-0.200, 0.200, -1.639], [-0.600, 1.320, -2.608], [0.882, 0.172, -1.509], [-0.621, 0.328, -0.644], [-0.500, -0.777, -2.018], [0.188, 2.073, -2.646], [-0.706, 0.933, -3.622], [-1.529, 1.823, -2.349]], "forces_ev_per_angstrom": [[0.304, 0.155, 0.172], [-0.258, -0.494, -0.026], [-0.065, -0.055, -0.066], [-0.045, -0.049, 0.055], [0.006, 0.043, -0.059], [0.129, 0.159, -0.084], [0.018, 0.077, -0.029], [-0.064, 0.173, 0.070], [0.033, 0.014, -0.055], [0.336, -0.049, -0.081], [0.010, -0.050, -0.071], [-0.113, 0.028, -0.032], [-0.091, -0.009, 0.114], [-0.123, 0.124, 0.014], [-0.022, 0.029, -0.009], [-0.056, -0.095, 0.087]]}


{"formula": "C39H56N6O7S", "method": "the ωB97M-V functional and the def2-TZVPD basis", "smiles": "CCOC(=O)CCC[C@@H]1COS(=O)(=O)[C@@H](CCOC(=O)CC)C1.c1cc[nH]c1.c1cc[nH]c1.c1cc[nH]c1.c1cc[nH]c1.c1cc[nH]c1.c1cc[nH]c1", "de_lowest_kj_mol": 0.0, "total_energy_ha": -2773.050278, "species": ["C", "C", "O", "C", "O", "C", "C", "C", "C", "C", "O", "S", "O", "O", "C", "C", "C", "O", "C", "O", "C", "C", "C", "H", "H", "H", "H", "H", "H", "H", "H", "H", "H", "H", "H", "H", "H", "H", "H", "H", "H", "H", "H", "H", "H", "H", "H", "H", "H", "C", "C", "C", "N", "C", "H", "H", "H", "H", "H", "C", "C", "C", "N", "C", "H", "H", "H", "H", "H", "C", "C", "C", "N", "C", "H", "H", "H", "H", "H", "C", "C", "C", "N", "C", "H", "H", "H", "H", "H", "C", "C", "C", "N", "C", "H", "H", "H", "H", "H", "C", "C", "C", "N", "C", "H", "H", "H", "H", "H"], "positions_angstrom": [[1.882, -3.825, 2.047], [0.986, -4.699, 1.196], [0.390, -3.898, 0.174], [-0.832, -4.239, -0.307], [-1.000, -4.427, -1.480], [-1.997, -4.238, 0.665], [-2.825, -2.962, 0.468], [-2.160, -1.710, 1.084], [-1.902, -0.502, 0.168], [-1.475, -0.826, -1.247], [-0.240, -1.553, -1.296], [1.032, -0.706, -0.847], [1.101, 0.485, -1.646], [2.117, -1.626, -0.874], [0.584, -0.252, 0.823], [1.618, 0.707, 1.434], [2.938, 0.069, 1.840], [3.844, 0.105, 0.739], [4.870, -0.776, 0.802], [4.802, -1.809, 1.408], [6.081, -0.277, 0.061], [6.876, -1.398, -0.614], [-0.816, 0.385, 0.815], [2.302, -4.422, 2.858], [1.325, -2.992, 2.479], [2.710, -3.432, 1.457], [1.585, -5.476, 0.713], [0.231, -5.203, 1.807], [-2.581, -5.136, 0.465], [-1.654, -4.271, 1.701], [-3.774, -3.121, 0.985], [-3.070, -2.850, -0.588], [-1.241, -2.016, 1.586], [-2.824, -1.358, 1.875], [-2.800, 0.121, 0.105], [-1.350, 0.106, -1.809], [-2.225, -1.404, -1.785], [0.615, -1.191, 1.378], [1.785, 1.549, 0.760], [1.141, 1.082, 2.344], [3.386, 0.661, 2.643], [2.779, -0.951, 2.194], [6.685, 0.260, 0.796], [5.743, 0.452, -0.672], [6.640, -1.438, -1.677], [6.633, -2.366, -0.178], [7.949, -1.242, -0.509], [-1.088, 0.559, 1.861], [-0.743, 1.346, 0.299], [-7.250, 0.680, -0.452], [-7.216, 2.043, -0.047], [-6.072, 2.594, -0.557], [-5.412, 1.616, -1.251], [-6.123, 0.447, -1.194], [-8.014, -0.044, -0.225], [-7.950, 2.559, 0.550], [-5.673, 3.592, -0.490], [-4.538, 1.739, -1.731], [-5.771, -0.445, -1.684], [4.585, 1.779, -2.642], [4.678, 3.148, -2.271], [5.849, 3.635, -2.789], [6.466, 2.614, -3.459], [5.702, 1.481, -3.376], [3.787, 1.096, -2.395], [3.966, 3.709, -1.689], [6.292, 4.615, -2.739], [7.344, 2.684, -3.938], [6.015, 0.563, -3.844], [-1.670, -0.862, 4.823], [-0.369, -1.305, 4.454], [0.523, -0.362, 4.896], [-0.188, 0.624, 5.521], [-1.523, 0.330, 5.480], [-2.604, -1.363, 4.630], [-0.121, -2.209, 3.923], [1.597, -0.315, 4.826], [0.211, 1.441, 5.946], [-2.252, 0.987, 5.922], [3.819, 2.164, 5.297], [5.115, 1.729, 4.909], [6.007, 2.673, 5.342], [5.300, 3.657, 5.976], [3.967, 3.356, 5.955], [2.886, 1.656, 5.115], [5.364, 0.827, 4.374], [7.078, 2.726, 5.252], [5.700, 4.478, 6.391], [3.242, 4.011, 6.408], [-3.599, -4.189, -5.229], [-4.179, -3.116, -5.962], [-3.626, -1.955, -5.492], [-2.738, -2.289, -4.505], [-2.711, -3.647, -4.338], [-3.808, -5.239, -5.346], [-4.916, -3.190, -6.745], [-3.786, -0.928, -5.775], [-2.181, -1.635, -3.988], [-2.066, -4.103, -3.605], [-4.629, 4.663, -3.501], [-4.581, 5.598, -4.571], [-5.540, 5.230, -5.475], [-6.162, 4.111, -4.994], [-5.616, 3.758, -3.791], [-4.007, 4.660, -2.620], [-3.918, 6.442, -4.664], [-5.831, 5.668, -6.414], [-6.907, 3.621, -5.452], [-5.976, 2.902, -3.250]], "forces_ev_per_angstrom": [[0.074, -0.164, -0.090], [0.178, 0.002, 0.264], [-0.059, -0.115, -0.111], [-0.058, -0.179, -0.016], [0.045, 0.112, 0.024], [0.348, 0.038, 0.034], [-0.268, -0.039, 0.281], [-0.497, -0.177, -0.176], [0.664, 0.145, 0.352], [-0.478, 0.567, -0.426], [-0.121, 0.083, 0.195], [0.445, -0.105, -0.247], [-0.200, 0.085, 0.118], [0.007, -0.026, 0.139], [0.200, 0.142, -0.102], [-0.194, -0.250, -0.004], [-0.449, 0.193, -0.018], [0.394, 0.213, 0.253], [-0.134, 0.057, -0.229], [0.095, -0.195, 0.294], [-0.174, -0.158, -0.390], [0.008, 0.014, 0.069], [0.019, -0.341, 0.044], [-0.009, 0.047, 0.031], [0.002, -0.048, 0.014], [-0.060, 0.107, -0.002], [-0.074, -0.008, -0.065], [-0.098, 0.095, -0.049], [-0.109, 0.081, -0.030], [-0.013, -0.061, -0.018], [-0.055, -0.021, -0.122], [0.055, 0.009, -0.002], [0.072, 0.057, -0.104], [0.170, 0.092, 0.112], [-0.125, -0.185, -0.112], [0.055, 0.002, 0.039], [0.185, -0.323, 0.099], [-0.146, -0.013, -0.075], [0.048, 0.046, 0.069], [0.053, 0.099, -0.021], [0.013, -0.065, 0.029], [0.124, -0.011, -0.079], [-0.047, -0.018, 0.050], [0.073, 0.145, 0.055], [0.009, -0.036, 0.005], [0.033, 0.024, 0.059], [-0.001, 0.010, -0.055], [0.030, 0.132, -0.020], [-0.072, 0.029, 0.046], [-0.006, 0.004, 0.015], [-0.018, -0.004, -0.004], [0.074, -0.037, 0.065], [0.073, -0.029, 0.090], [0.048, -0.040, -0.013], [-0.004, 0.001, -0.005], [-0.005, 0.002, -0.008], [-0.023, 0.010, -0.010], [-0.017, 0.012, -0.025], [-0.010, 0.002, -0.012], [-0.049, -0.021, -0.018], [0.018, -0.007, 0.026], [0.014, -0.012, 0.001], [0.007, 0.002, 0.009], [0.017, -0.008, 0.000], [-0.035, 0.007, -0.008], [-0.004, -0.003, -0.003], [-0.004, 0.003, 0.003], [-0.009, 0.003, -0.007], [-0.011, -0.004, -0.005], [0.007, -0.021, -0.054], [-0.036, 0.052, -0.076], [0.030, -0.027, -0.022], [0.006, 0.036, -0.045], [0.015, 0.034, 0.013], [0.002, -0.008, 0.016], [0.007, -0.008, 0.061], [0.006, -0.051, 0.022], [0.001, -0.011, 0.016], [-0.005, -0.004, -0.001], [0.002, 0.005, 0.030], [-0.004, -0.060, -0.058], [-0.019, 0.024, 0.012], [0.005, 0.000, 0.009], [-0.008, 0.012, -0.014], [-0.004, 0.013, -0.014], [0.004, -0.007, 0.012], [0.000, -0.007, -0.005], [-0.001, -0.003, 0.001], [-0.003, 0.002, -0.007], [-0.015, 0.023, -0.010], [-0.012, -0.016, 0.008], [-0.018, -0.022, 0.027], [-0.003, 0.070, 0.052], [-0.005, -0.018, 0.014], [0.003, -0.002, -0.003], [0.001, 0.000, -0.002], [0.006, -0.002, -0.013], [0.103, -0.031, -0.074], [-0.017, 0.014, -0.001], [0.007, -0.024, 0.024], [0.008, -0.003, 0.006], [-0.008, -0.016, -0.002], [0.023, 0.026, -0.011], [-0.013, 0.019, -0.125], [-0.004, 0.013, 0.003], [0.001, 0.000, 0.001], [0.007, 0.004, -0.001], [-0.004, 0.004, 0.009], [-0.073, 0.016, -0.006]]}


{"formula": "C4H13NO2", "method": "the ωB97M-V functional and the def2-TZVPD basis", "smiles": "C=NCCC.O.O", "de_lowest_kj_mol": 123.0, "total_energy_ha": -365.395649, "species": ["C", "N", "C", "C", "C", "H", "H", "H", "H", "H", "H", "H", "H", "H", "O", "H", "H", "O", "H", "H"], "positions_angstrom": [[-0.505, -1.906, 0.845], [-0.337, -1.622, -0.371], [0.092, -0.272, -0.718], [-0.803, 0.847, -0.187], [-0.390, 2.198, -0.757], [-0.363, -1.273, 1.728], [-0.679, -2.952, 1.099], [1.161, -0.180, -0.480], [0.120, -0.191, -1.804], [-1.825, 0.669, -0.520], [-0.846, 0.852, 0.903], [-0.911, 3.027, -0.268], [0.670, 2.407, -0.605], [-0.656, 2.276, -1.811], [1.264, -3.431, -2.162], [1.121, -2.768, -2.828], [1.053, -3.005, -1.331], [0.871, 1.527, 3.215], [0.819, 2.447, 3.424], [0.144, 1.350, 2.627]], "forces_ev_per_angstrom": [[0.397, -0.804, 0.257], [0.182, 0.184, 0.284], [0.039, 0.118, -0.320], [0.179, 0.145, -0.300], [-0.089, 0.501, 0.459], [-0.039, 0.437, -0.301], [-0.341, 0.052, -0.098], [-0.244, 0.250, 0.536], [-0.340, -0.096, -0.204], [-0.111, -0.296, 0.051], [0.146, 0.034, 0.019], [-0.099, -0.172, 0.048], [0.072, -0.137, -0.216], [0.277, -0.125, -0.080], [0.504, -0.727, 0.002], [-0.158, 0.395, -0.334], [-0.391, 0.223, 0.191], [0.476, -0.892, 0.107], [-0.081, 0.911, 0.188], [-0.377, 0.000, -0.290]]}


{"formula": "C9H20O", "method": "the ωB97M-V functional and the def2-TZVPD basis", "smiles": "CC(C)=O.CCCCCC", "de_lowest_kj_mol": 0.0, "total_energy_ha": -430.153477, "species": ["C", "C", "C", "O", "H", "H", "H", "H", "H", "H", "C", "C", "C", "C", "C", "C", "H", "H", "H", "H", "H", "H", "H", "H", "H", "H", "H", "H", "H", "H"], "positions_angstrom": [[-1.032, -2.207, -2.205], [-0.898, -0.759, -2.617], [-2.168, 0.061, -2.593], [0.173, -0.279, -2.950], [-0.055, -2.715, -2.262], [-1.741, -2.730, -2.869], [-1.404, -2.276, -1.169], [-2.914, -0.370, -3.282], [-2.595, 0.076, -1.576], [-1.962, 1.099, -2.903], [1.914, 3.084, -0.273], [1.989, 1.653, 0.257], [0.701, 1.219, 0.953], [0.759, -0.209, 1.489], [-0.530, -0.643, 2.185], [-0.454, -2.074, 2.716], [1.727, 3.786, 0.557], [1.091, 3.174, -1.002], [2.856, 3.370, -0.770], [2.194, 0.960, -0.581], [2.828, 1.570, 0.975], [0.496, 1.911, 1.792], [-0.139, 1.301, 0.237], [0.964, -0.901, 0.650], [1.599, -0.291, 2.206], [-0.734, 0.050, 3.024], [-1.369, -0.560, 1.468], [-1.397, -2.360, 3.212], [0.369, -2.164, 3.445], [-0.267, -2.776, 1.885]], "forces_ev_per_angstrom": [[0.324, -0.432, 0.049], [0.733, 0.331, -0.214], [-0.147, 0.510, -0.101], [-0.890, -0.392, 0.309], [-0.412, 0.304, 0.003], [0.143, 0.216, 0.306], [0.001, 0.032, -0.377], [0.213, 0.070, 0.331], [0.080, -0.117, -0.363], [-0.015, -0.496, 0.132], [0.036, 0.021, -0.022], [0.168, -0.153, -0.069], [-0.086, 0.068, 0.023], [0.097, -0.062, -0.030], [-0.103, 0.112, 0.041], [-0.073, -0.015, 0.035], [0.055, -0.148, -0.340], [0.305, 0.058, 0.234], [-0.399, -0.033, 0.168], [-0.009, 0.244, 0.359], [-0.265, -0.037, -0.314], [-0.042, -0.195, -0.318], [0.223, 0.055, 0.277], [0.043, 0.198, 0.311], [-0.233, -0.057, -0.306], [-0.033, -0.230, -0.368], [0.232, 0.055, 0.317], [0.391, 0.020, -0.165], [-0.298, -0.076, -0.253], [-0.040, 0.148, 0.346]]}


Number 1: molar mass 60.140 g/mol, highest occupied orbital energy -11.74 eV. Number 2: molar mass 752.979 g/mol, highest occupied orbital energy -7.95 eV. Number 3: molar mass 107.153 g/mol, highest occupied orbital energy -9.88 eV. Number 4: molar mass 144.258 g/mol, highest occupied orbital energy -9.76 eV.